{"formula": "C87H212N4O21", "method": "the ωB97M-V functional and the def2-TZVPD basis", "charge": 0, "orbital_gap_ev": 8.024, "energy_ha": -5240.71403, "relative_energy_kcal_mol": 0.0, "e_homo_ev": -7.88, "elements": ["C", "C", "C", "C", "C", "C", "N", "O", "C", "C", "C", "H", "H", "H", "H", "H", "H", "H", "H", "H", "H", "H", "H", "H", "H", "H", "H", "H", "H", "H", "C", "C", "C", "C", "C", "C", "N", "O", "C", "C", "C", "H", "H", "H", "H", "H", "H", "H", "H", "H", "H", "H", "H", "H", "H", "H", "H", "H", "H", "H", "C", "C", "C", "C", "C", "C", "N", "O", "C", "C", "C", "H", "H", "H", "H", "H", "H", "H", "H", "H", "H", "H", "H", "H", "H", "H", "H", "H", "H", "H", "C", "C", "C", "C", "C", "C", "N", "O", "C", "C", "C", "H", "H", "H", "H", "H", "H", "H", "H", "H", "H", "H", "H", "H", "H", "H", "H", "H", "H", "H", "C", "C", "C", "O", "H", "H", "H", "H", "H", "H", "H", "H", "C", "C", "C", "O", "H", "H", "H", "H", "H", "H", "H", "H", "C", "C", "C", "O", "H", "H", "H", "H", "H", "H", "H", "H", "C", "C", "C", "O", "H", "H", "H", "H", "H", "H", "H", "H", "C", "C", "C", "O", "H", "H", "H", "H", "H", "H", "H", "H", "C", "C", "C", "O", "H", "H", "H", "H", "H", "H", "H", "H", "C", "C", "C", "O", "H", "H", "H", "H", "H", "H", "H", "H", "C", "C", "C", "O", "H", "H", "H", "H", "H", "H", "H", "H", "C", "C", "C", "O", "H", "H", "H", "H", "H", "H", "H", "H", "C", "C", "C", "O", "H", "H", "H", "H", "H", "H", "H", "H", "C", "C", "C", "O", "H", "H", "H", "H", "H", "H", "H", "H", "C", "C", "C", "O", "H", "H", "H", "H", "H", "H", "H", "H", "C", "C", "C", "O", "H", "H", "H", "H", "H", "H", "H", "H", "C", "C", "C", "O", "H", "H", "H", "H", "H", "H", "H", "H", "C", "C", "C", "O", "H", "H", "H", "H", "H", "H", "H", "H", "C", "C", "C", "O", "H", "H", "H", "H", "H", "H", "H", "H", "C", "C", "C", "O", "H", "H", "H", "H", "H", "H", "H", "H"], "coordinates": [[-0.98, -0.40, -1.92], [-0.30, -0.68, -0.54], [1.20, -0.67, -0.91], [2.12, -0.73, 0.32], [1.75, 0.48, 1.22], [0.33, 0.57, 1.63], [-0.51, 0.39, 0.44], [-1.92, 0.62, 0.74], [0.01, -0.45, 2.76], [0.16, 1.99, 2.18], [-0.74, -2.12, -0.05], [-0.55, -0.92, -2.77], [-0.93, 0.66, -2.16], [-2.04, -0.56, -1.73], [1.37, -1.59, -1.48], [1.42, 0.21, -1.51], [3.16, -0.74, 0.00], [1.94, -1.63, 0.91], [2.05, 1.38, 0.68], [2.39, 0.41, 2.10], [0.40, -1.42, 2.47], [0.52, -0.17, 3.69], [-1.06, -0.63, 2.89], [0.30, 2.74, 1.40], [-0.86, 2.05, 2.57], [0.91, 2.12, 2.96], [-0.63, -3.00, -0.69], [-1.77, -2.07, 0.31], [-0.13, -2.38, 0.81], [-2.18, 1.33, 0.15], [4.29, -1.22, -7.58], [5.34, -1.73, -6.51], [5.33, -0.71, -5.36], [4.16, -0.85, -4.43], [4.00, -2.27, -3.93], [3.88, -3.32, -5.03], [4.97, -3.16, -6.05], [5.06, -4.20, -6.98], [3.99, -4.71, -4.35], [2.52, -3.21, -5.75], [6.75, -1.72, -7.15], [3.38, -0.96, -7.04], [3.92, -1.95, -8.29], [4.73, -0.50, -8.27], [6.31, -0.57, -4.93], [5.13, 0.33, -5.61], [3.26, -0.63, -5.00], [4.19, -0.18, -3.57], [3.13, -2.29, -3.27], [4.85, -2.59, -3.32], [3.16, -4.86, -3.66], [3.91, -5.47, -5.13], [4.96, -5.06, -3.98], [2.06, -2.22, -5.76], [2.74, -3.30, -6.82], [1.80, -3.99, -5.51], [7.25, -0.76, -7.26], [6.72, -2.25, -8.10], [7.47, -2.23, -6.50], [4.40, -3.83, -7.58], [-2.22, 5.52, 1.12], [-2.35, 6.71, 2.09], [-1.75, 7.99, 1.43], [-2.72, 8.66, 0.43], [-4.05, 9.00, 1.08], [-4.80, 7.78, 1.70], [-3.80, 6.96, 2.37], [-4.40, 5.86, 3.04], [-5.85, 8.25, 2.75], [-5.51, 7.02, 0.55], [-1.53, 6.53, 3.38], [-2.80, 4.63, 1.37], [-1.17, 5.23, 0.99], [-2.54, 5.84, 0.13], [-1.40, 8.71, 2.16], [-0.93, 7.85, 0.72], [-3.01, 8.02, -0.40], [-2.30, 9.57, -0.01], [-4.61, 9.42, 0.24], [-3.82, 9.79, 1.80], [-6.60, 8.88, 2.28], [-6.43, 7.45, 3.20], [-5.54, 8.85, 3.60], [-4.73, 6.58, -0.07], [-6.10, 6.16, 0.85], [-6.17, 7.66, -0.03], [-0.49, 6.39, 3.10], [-1.78, 5.66, 3.98], [-1.68, 7.38, 4.04], [-4.25, 6.10, 3.96], [4.20, -4.15, 1.07], [3.28, -5.17, 1.72], [1.92, -5.01, 1.05], [1.75, -5.52, -0.44], [2.24, -6.96, -0.35], [3.60, -7.19, 0.17], [3.75, -6.58, 1.51], [4.96, -6.86, 2.07], [3.65, -8.73, 0.31], [4.75, -6.84, -0.83], [3.15, -4.74, 3.24], [3.85, -3.14, 1.30], [4.15, -4.14, -0.02], [5.20, -4.31, 1.48], [1.11, -5.41, 1.67], [1.65, -3.95, 1.10], [2.37, -4.94, -1.12], [0.71, -5.43, -0.78], [2.22, -7.34, -1.37], [1.52, -7.46, 0.29], [3.48, -9.17, -0.67], [4.66, -9.08, 0.52], [2.91, -9.13, 1.00], [4.45, -5.85, -1.18], [5.75, -6.71, -0.42], [4.80, -7.41, -1.76], [4.14, -4.63, 3.68], [2.67, -5.47, 3.88], [2.64, -3.78, 3.36], [5.53, -6.14, 1.78], [5.96, 0.34, 3.21], [5.52, 1.40, 2.18], [5.02, 2.74, 2.77], [6.46, 1.72, 1.16], [6.27, -0.56, 2.66], [5.32, 0.26, 4.08], [6.86, 0.84, 3.58], [4.65, 0.99, 1.67], [5.81, 3.36, 3.19], [4.25, 2.71, 3.54], [4.67, 3.46, 2.04], [6.97, 2.51, 1.36], [-3.41, -7.87, -0.36], [-2.33, -6.80, -0.71], [-1.17, -7.48, -1.38], [-2.76, -5.76, -1.57], [-4.19, -7.39, 0.23], [-3.09, -8.72, 0.24], [-3.81, -8.29, -1.28], [-1.98, -6.28, 0.18], [-0.79, -8.15, -0.61], [-0.43, -6.79, -1.78], [-1.57, -8.01, -2.25], [-3.59, -5.38, -1.26], [-4.96, 2.80, 0.35], [-4.95, 2.51, -1.16], [-6.15, 3.04, -1.93], [-3.77, 2.84, -1.81], [-5.95, 2.61, 0.77], [-4.68, 3.83, 0.55], [-4.33, 2.11, 0.91], [-5.11, 1.43, -1.20], [-6.11, 4.13, -1.96], [-7.09, 2.81, -1.44], [-6.20, 2.60, -2.93], [-3.73, 3.80, -1.80], [3.28, 1.22, 6.21], [2.32, 2.27, 6.86], [1.98, 3.46, 5.92], [1.12, 1.65, 7.18], [3.36, 0.48, 7.01], [4.30, 1.57, 6.07], [2.93, 0.76, 5.29], [2.74, 2.59, 7.81], [1.41, 4.25, 6.41], [1.51, 3.12, 4.99], [2.94, 3.91, 5.66], [1.30, 1.06, 7.91], [-4.44, 3.00, -5.31], [-4.12, 1.60, -4.95], [-3.62, 0.78, -6.14], [-3.02, 1.53, -4.11], [-4.73, 3.61, -4.46], [-5.12, 3.09, -6.16], [-3.48, 3.37, -5.67], [-4.89, 0.96, -4.52], [-2.84, 1.32, -6.67], [-4.46, 0.59, -6.81], [-3.30, -0.22, -5.85], [-3.26, 2.07, -3.35], [3.37, 2.41, -1.83], [4.47, 3.16, -2.48], [5.36, 3.97, -1.50], [5.34, 2.19, -3.16], [2.63, 1.93, -2.47], [2.65, 3.04, -1.30], [3.85, 1.76, -1.10], [4.02, 3.82, -3.22], [5.44, 3.47, -0.53], [4.95, 4.94, -1.24], [6.36, 4.22, -1.85], [5.62, 1.48, -2.58], [-3.08, 3.97, 6.96], [-1.69, 3.28, 7.28], [-1.72, 2.58, 8.69], [-1.38, 2.37, 6.26], [-3.27, 4.64, 7.80], [-3.90, 3.26, 6.93], [-2.91, 4.54, 6.04], [-0.96, 4.09, 7.30], [-0.71, 2.44, 9.10], [-2.12, 1.57, 8.62], [-2.28, 3.21, 9.38], [-0.49, 2.07, 6.46], [-0.84, -3.77, -3.98], [-2.31, -3.90, -4.42], [-2.48, -3.54, -5.93], [-2.74, -5.20, -4.23], [-0.75, -3.73, -2.89], [-0.42, -2.83, -4.34], [-0.13, -4.54, -4.28], [-2.93, -3.21, -3.85], [-1.95, -2.61, -6.15], [-3.52, -3.43, -6.21], [-2.11, -4.30, -6.61], [-2.56, -5.44, -3.32], [0.36, -0.05, -5.23], [0.51, 1.41, -4.78], [1.73, 2.03, -5.45], [-0.61, 2.04, -5.36], [1.13, -0.57, -4.64], [0.46, -0.24, -6.30], [-0.61, -0.47, -4.97], [0.58, 1.53, -3.70], [1.57, 2.16, -6.52], [2.66, 1.46, -5.36], [1.93, 3.01, -5.03], [-1.43, 1.86, -4.89], [3.20, 6.07, 0.68], [4.45, 6.21, 1.53], [4.92, 7.65, 1.41], [4.21, 5.97, 2.87], [2.36, 6.66, 1.03], [2.87, 5.03, 0.63], [3.33, 6.46, -0.34], [5.26, 5.62, 1.09], [5.88, 7.86, 1.89], [4.24, 8.37, 1.87], [5.08, 7.89, 0.36], [3.56, 6.58, 3.24], [8.20, -0.80, -1.28], [6.74, -1.00, -1.59], [6.09, -2.07, -0.73], [6.02, 0.17, -1.29], [8.29, -0.45, -0.25], [8.50, -0.02, -1.99], [8.72, -1.75, -1.41], [6.60, -1.27, -2.64], [5.00, -2.05, -0.79], [6.33, -1.98, 0.33], [6.48, -3.07, -0.93], [6.14, 0.42, -0.37], [-6.68, -2.81, -3.69], [-7.51, -3.87, -2.97], [-6.97, -5.30, -3.20], [-7.63, -3.63, -1.60], [-6.59, -3.06, -4.75], [-5.68, -2.80, -3.26], [-7.16, -1.85, -3.51], [-8.52, -3.83, -3.38], [-5.92, -5.36, -2.92], [-7.11, -5.56, -4.24], [-7.56, -6.01, -2.60], [-8.27, -4.25, -1.25], [0.17, 6.07, -1.80], [0.15, 4.77, -2.61], [-0.42, 3.67, -1.69], [-0.54, 4.79, -3.85], [1.20, 6.32, -1.56], [-0.39, 6.03, -0.86], [-0.20, 6.88, -2.43], [1.21, 4.63, -2.83], [-1.36, 4.03, -1.27], [0.27, 3.38, -0.90], [-0.65, 2.71, -2.17], [-0.67, 3.89, -4.16], [-5.11, 0.23, 3.74], [-3.91, 1.10, 4.15], [-4.07, 2.62, 3.93], [-3.61, 0.83, 5.46], [-5.96, 0.28, 4.42], [-4.73, -0.79, 3.69], [-5.40, 0.43, 2.71], [-3.11, 0.82, 3.46], [-4.84, 2.93, 4.63], [-4.27, 2.81, 2.88], [-3.09, 3.05, 4.16], [-2.75, 1.23, 5.63], [-4.74, -1.79, -0.67], [-4.69, -3.08, 0.14], [-5.88, -3.07, 1.16], [-5.00, -4.15, -0.74], [-4.30, -0.88, -0.24], [-5.71, -1.57, -1.12], [-4.10, -1.91, -1.55], [-3.75, -3.20, 0.68], [-6.84, -2.90, 0.67], [-5.77, -2.36, 1.98], [-5.97, -4.03, 1.67], [-5.84, -3.95, -1.16], [-3.97, -3.82, 4.09], [-3.45, -5.07, 3.41], [-2.01, -4.97, 2.91], [-3.46, -6.08, 4.41], [-3.32, -3.53, 4.91], [-4.99, -4.01, 4.42], [-3.95, -2.97, 3.40], [-4.12, -5.35, 2.60], [-1.43, -4.48, 3.70], [-2.05, -4.15, 2.20], [-1.57, -5.95, 2.72], [-2.95, -5.68, 5.12], [0.64, -2.63, 5.63], [-0.03, -2.09, 6.85], [-0.87, -0.82, 6.56], [-0.77, -3.16, 7.45], [-0.06, -2.70, 4.79], [0.94, -3.68, 5.73], [1.52, -2.05, 5.34], [0.83, -1.85, 7.48], [-1.11, -0.24, 7.45], [-1.75, -1.03, 5.94], [-0.24, -0.14, 5.99], [-1.47, -2.68, 7.90]], "lowdin_charge": [-0.009, -0.444, -0.121, -0.139, -0.152, -0.513, -0.049, -0.017, -0.006, -0.010, 0.006, 0.066, 0.054, 0.069, 0.112, 0.103, 0.094, 0.080, 0.108, 0.113, 0.056, 0.070, 0.084, 0.071, 0.076, 0.070, 0.070, 0.062, 0.040, 0.076, -0.021, -0.412, -0.146, -0.193, -0.136, -0.466, -0.123, 0.007, -0.031, -0.009, -0.043, 0.061, 0.066, 0.086, 0.113, 0.121, 0.067, 0.105, 0.114, 0.103, 0.073, 0.073, 0.083, 0.053, 0.065, 0.074, 0.082, 0.077, 0.080, 0.064, -0.030, -0.448, -0.120, -0.194, -0.138, -0.481, -0.109, -0.018, -0.037, -0.029, -0.031, 0.065, 0.067, 0.062, 0.114, 0.104, 0.101, 0.116, 0.115, 0.118, 0.079, 0.073, 0.079, 0.061, 0.076, 0.084, 0.083, 0.063, 0.087, 0.096, -0.050, -0.464, -0.122, -0.130, -0.182, -0.509, -0.105, 0.000, -0.043, -0.011, -0.010, 0.077, 0.067, 0.085, 0.113, 0.085, 0.089, 0.083, 0.128, 0.121, 0.082, 0.081, 0.088, 0.047, 0.081, 0.087, 0.074, 0.083, 0.068, 0.071, -0.019, -0.459, -0.039, -0.059, 0.072, 0.065, 0.079, 0.108, 0.084, 0.066, 0.053, 0.099, -0.029, -0.472, -0.053, -0.065, 0.068, 0.077, 0.081, 0.117, 0.088, 0.063, 0.092, 0.054, -0.032, -0.486, -0.038, -0.042, 0.092, 0.061, 0.054, 0.130, 0.083, 0.084, 0.069, 0.106, -0.037, -0.458, -0.024, -0.077, 0.073, 0.073, 0.071, 0.140, 0.074, 0.068, 0.074, 0.109, -0.033, -0.523, -0.043, -0.074, 0.069, 0.094, 0.094, 0.137, 0.085, 0.081, 0.074, 0.048, -0.064, -0.426, -0.030, -0.071, 0.066, 0.063, 0.077, 0.129, 0.055, 0.049, 0.084, 0.029, -0.035, -0.432, -0.033, -0.084, 0.072, 0.077, 0.055, 0.119, 0.058, 0.071, 0.071, 0.029, -0.042, -0.478, -0.041, -0.051, 0.053, 0.047, 0.075, 0.122, 0.058, 0.066, 0.078, 0.030, -0.054, -0.459, -0.032, -0.071, 0.056, 0.095, 0.060, 0.105, 0.091, 0.064, 0.072, 0.028, -0.071, -0.524, -0.065, -0.039, 0.079, 0.073, 0.069, 0.126, 0.079, 0.083, 0.080, 0.097, -0.033, -0.480, -0.066, -0.073, 0.081, 0.089, 0.088, 0.124, 0.059, 0.074, 0.086, 0.056, -0.034, -0.493, -0.030, -0.064, 0.089, 0.061, 0.084, 0.131, 0.074, 0.084, 0.080, 0.111, -0.032, -0.453, -0.033, -0.032, 0.061, 0.039, 0.087, 0.113, 0.058, 0.063, 0.047, 0.046, -0.027, -0.517, -0.036, -0.039, 0.085, 0.048, 0.064, 0.114, 0.088, 0.045, 0.061, 0.038, -0.052, -0.400, -0.041, -0.080, 0.065, 0.075, 0.064, 0.116, 0.067, 0.057, 0.070, 0.030, -0.054, -0.488, -0.044, -0.057, 0.080, 0.095, 0.054, 0.126, 0.064, 0.064, 0.086, 0.079, -0.073, -0.476, -0.037, -0.037, 0.062, 0.082, 0.076, 0.122, 0.068, 0.084, 0.055, 0.079]}